[1]
82
Properties=species:S:1:pos:R:3 method="wB97M-V/def2-TZVPD" s_squared=3.818 lumo_ev="-7.6 / -8.1" spin_multiplicity=4 homo_lumo_gap_ev="5.64 / 5.36" total_charge=+2 e_tot_ha=-4975.11144
Mo -0.6116 -0.7367 0.8526
C -2.1274 -2.6266 2.8704
N -2.4805 -1.8459 1.6416
C -2.7547 -2.7970 0.5191
C -2.7510 -2.0342 -0.7774
N -1.3703 -1.5165 -1.0879
C -1.5143 -0.4285 -2.1064
C -0.5481 -2.6136 -1.6387
C -0.8279 -3.1449 -2.8860
C -0.0323 -4.1594 -3.4022
C 1.0403 -4.6531 -2.6712
C 1.3117 -4.1369 -1.4141
C 0.5155 -3.1155 -0.8988
S 0.8730 -2.4674 0.7057
C -3.6717 -1.0267 1.9156
C -4.8393 -1.6227 2.3772
C -5.9468 -0.8419 2.6567
C -5.8851 0.5344 2.4744
C -4.7255 1.1231 2.0021
C -3.6085 0.3400 1.7139
S -2.1495 1.1139 1.0604
H -2.8998 -3.3674 3.0741
H -2.0542 -1.9476 3.7136
H -1.1785 -3.1354 2.7215
H -3.7181 -3.2856 0.6661
H -1.9829 -3.5688 0.5253
H -3.4100 -1.1680 -0.7029
H -3.0940 -2.6599 -1.6017
H -2.1348 -0.7687 -2.9355
H -0.5313 -0.1536 -2.4729
H -1.9885 0.4227 -1.6271
H -1.6607 -2.7786 -3.4721
H -0.2556 -4.5637 -4.3803
H 1.6574 -5.4440 -3.0755
H 2.1341 -4.5195 -0.8235
H -4.8952 -2.6933 2.5289
H -6.8540 -1.3064 3.0181
H -6.7458 1.1497 2.6998
H -4.6760 2.1934 1.8481
O -0.1565 -0.2727 2.9638
H -0.6419 0.4931 3.3043
H 0.7285 -0.2749 3.3570
C 1.4716 2.7474 2.9499
Si 2.5238 1.6305 1.8844
C 4.0854 2.4968 1.3920
C 3.0196 0.0559 2.7917
Ge 1.1385 0.9514 0.0233
Si 2.8107 0.3121 -1.7120
C 2.0349 -0.5961 -3.1244
C 3.8532 1.6774 -2.3864
C 3.8687 -0.7945 -0.6504
Si 0.4920 3.3062 -1.1549
C 2.0421 4.2803 -1.2031
C -0.6975 4.0559 0.0196
C -0.2044 2.8786 -2.7996
H 1.7789 2.6913 3.9983
H 0.4045 2.5200 2.8846
H 1.5983 3.7879 2.6382
H 4.5785 2.8511 2.3030
H 3.9164 3.3620 0.7519
H 4.7794 1.8226 0.8859
H 3.0868 0.2262 3.8716
H 4.0151 -0.2504 2.4630
H 2.3773 -0.8088 2.6067
H 1.3838 0.0447 -3.7217
H 1.4765 -1.4768 -2.8095
H 2.8423 -0.9366 -3.7817
H 3.3440 2.2566 -3.1578
H 4.7126 1.1903 -2.8610
H 4.2398 2.3510 -1.6210
H 3.3490 -1.2578 0.1884
H 4.7108 -0.2250 -0.2510
H 4.2673 -1.5976 -1.2785
H 2.3563 4.5594 -0.1968
H 1.8145 5.2062 -1.7461
H 2.8630 3.7891 -1.7117
H -0.2629 4.1946 1.0099
H -1.6229 3.4971 0.1109
H -0.9324 5.0481 -0.3890
H 0.4186 2.1746 -3.3515
H -0.2567 3.8032 -3.3864
H -1.2154 2.4799 -2.7149


[2]
85
Properties=species:S:1:pos:R:3 method="wB97M-V/def2-TZVPD" lumo_ev=0.5 spin_multiplicity=1 homo_lumo_gap_ev=9.56 smiles="CC(=O)OCCCCCCO[P@](=O)(OCC=O)OCCC(=O)O.C1CCOC1.C1CCOC1.C1CCOC1" e_tot_ha=-2225.04828
C 7.4735 1.8926 2.4444
C 6.4914 0.8074 2.8847
O 6.9086 -0.2042 3.2975
O 5.1416 0.9959 2.8570
C 4.6337 1.5289 1.6336
C 3.1888 2.0306 1.8897
C 2.1415 1.2173 1.0630
C 1.7797 1.9339 -0.2679
C 0.5240 1.3591 -0.9373
C -0.7351 1.5249 -0.0403
O -1.2075 0.1879 0.2647
P -2.0035 0.0803 1.6331
O -1.5372 0.9457 2.7081
O -1.8227 -1.4704 2.1006
C -0.4547 -1.6437 2.5503
C 0.0852 -3.0260 2.1774
O 1.2424 -3.1315 2.0550
O -3.5455 0.2300 1.2577
C -4.4099 0.2431 2.3983
C -5.5081 1.2913 2.1206
C -5.0396 2.6886 2.4701
O -4.5558 3.4369 1.7019
O -5.2170 3.0682 3.7596
H 7.2262 2.2706 1.4526
H 7.4188 2.6921 3.1955
H 8.4864 1.5007 2.4923
H 4.5798 0.7797 0.8323
H 5.2037 2.3785 1.2435
H 2.9261 1.9580 2.9482
H 3.0713 3.0753 1.5795
H 2.5750 0.2292 0.8671
H 1.2180 1.1184 1.6473
H 1.6936 3.0059 -0.0433
H 2.6658 1.8214 -0.9115
H 0.3628 1.8836 -1.8743
H 0.6796 0.3056 -1.1931
H -1.4778 2.0592 -0.6388
H -0.4195 2.0909 0.8370
H -0.4108 -1.4693 3.6327
H 0.2407 -0.9268 2.1054
H -0.5902 -3.8863 1.9930
H -4.9109 -0.7147 2.5703
H -3.9138 0.5359 3.3297
H -5.8302 1.2418 1.0650
H -6.4092 1.1130 2.7201
H -5.1396 4.0351 3.7298
C 8.1712 -4.9033 1.2152
C 7.2792 -4.1793 2.2140
C 6.9761 -2.8842 1.4795
O 6.9916 -3.1949 0.0778
C 7.5462 -4.4991 -0.1113
H 8.2049 -5.9833 1.3569
H 9.1922 -4.5182 1.2814
H 6.3580 -4.7471 2.3689
H 7.7456 -4.0169 3.1847
H 7.7458 -2.1309 1.6683
H 6.0075 -2.4641 1.7500
H 6.7317 -5.1777 -0.3887
H 8.2694 -4.4731 -0.9282
C -2.1861 1.2272 -5.4274
C -1.7118 -0.2065 -5.2400
C -0.4540 -0.0132 -4.4078
O -0.6639 1.1600 -3.6122
C -1.8258 1.8512 -4.0887
H -3.2460 1.3128 -5.6639
H -1.6177 1.7053 -6.2292
H -2.4543 -0.7719 -4.6710
H -1.5253 -0.7344 -6.1744
H 0.4208 0.1601 -5.0432
H -0.2461 -0.8625 -3.7553
H -2.6285 1.7097 -3.3563
H -1.6097 2.9178 -4.1649
C -8.3482 0.5521 -2.9251
C -7.8691 -0.8790 -2.7346
C -6.6631 -0.6862 -1.8292
O -6.9308 0.4712 -1.0279
C -8.0715 1.1577 -1.5586
H -9.3938 0.6307 -3.2201
H -7.7406 1.0494 -3.6854
H -8.6362 -1.4616 -2.2181
H -7.6240 -1.3891 -3.6653
H -5.7553 -0.4930 -2.4106
H -6.4829 -1.5443 -1.1802
H -8.9123 0.9963 -0.8753
H -7.8631 2.2272 -1.6060


[3]
99
Properties=species:S:1:pos:R:3 method="wB97M-V/def2-TZVPD" lumo_ev=-9.6 spin_multiplicity=1 homo_lumo_gap_ev=0.97 total_charge=+2 e_tot_ha=-4980.45275
C 6.5679 -0.4557 2.7500
C 6.0787 -0.1759 1.3337
C 5.6896 1.2722 1.2127
C 4.2251 1.6227 0.9730
N 3.7534 2.7562 1.8149
C 3.1952 2.2521 3.0062
C 4.0226 1.5974 3.9342
N 3.4774 1.0909 5.0067
N 2.2340 1.1188 5.4039
C 1.4228 1.7617 4.5957
C -0.0284 1.9348 4.9162
C -0.5543 1.1842 6.1447
C -1.4424 -0.0028 5.7489
C -0.7129 -1.1560 5.0413
C -0.4730 -0.9825 3.5207
C -1.3991 -1.7558 2.5891
C -2.8568 -1.2450 2.6666
S -3.3390 -0.2854 1.1953
C -3.3828 1.3711 1.7821
N -4.1794 1.7208 2.7275
N -3.9525 3.0756 2.9170
C -3.0640 3.4274 2.0684
O -2.6314 2.3813 1.3175
C 1.8800 2.3133 3.3893
H 5.8360 -0.9633 3.3860
H 7.4647 -1.0696 2.7489
H 6.8074 0.4864 3.2442
H 6.8970 -0.3831 0.6447
H 5.2918 -0.8811 1.0672
H 6.2805 1.6332 0.3293
H 6.1177 1.7876 2.1183
H 3.6223 0.7473 1.2219
H 4.0255 1.8646 -0.0676
H 3.0961 3.3244 1.2698
H 5.0815 1.4883 3.7974
H 4.1415 0.5952 5.6202
H -0.1120 3.0049 5.1361
H -0.6381 1.7728 4.0323
H -1.1816 1.8843 6.6976
H 0.2053 0.8545 6.8496
H -2.2972 0.3970 5.1987
H -1.8470 -0.4182 6.6744
H -1.3537 -2.0355 5.1598
H 0.2247 -1.4245 5.5257
H 0.5368 -1.3501 3.3148
H -0.4919 0.0539 3.1837
H -1.3936 -2.8340 2.7453
H -1.0463 -1.5585 1.5747
H -3.5775 -2.0195 2.9093
H -2.9032 -0.5335 3.4880
H -2.6859 4.4253 1.9404
H 1.1277 2.8052 2.7901
C -0.9665 0.2250 -1.9606
Cl 0.6112 -0.1750 -1.3107
Cl -1.6263 -1.1206 -2.9305
H -1.6456 0.4257 -1.1386
H -0.8747 1.1008 -2.5931
N 1.0555 4.5127 0.0981
O 2.2877 4.7300 0.0125
O 0.6252 4.0153 1.1682
O 0.2944 4.7696 -0.8311
Be 6.8537 3.1854 1.6147
C 5.2384 -2.0632 6.1593
O 5.3372 -0.7925 5.7645
H 5.5371 -2.2504 7.2204
H 4.2281 -2.5179 6.1151
H 5.8818 -2.7862 5.6167
O -5.1259 -3.0096 -5.6815
P -5.5672 -2.5277 -7.0155
O -5.4706 -3.6942 -8.0619
C -6.3339 -4.8661 -7.9414
C -7.6364 -4.6531 -8.6809
O -4.2433 -1.6261 -7.4505
C -3.4888 -0.8819 -6.5134
C -2.1038 -1.4646 -6.3945
O -6.5000 -1.5134 -7.9146
C -6.5174 -0.1720 -7.4800
C -5.9717 0.7278 -8.5622
H -6.5132 -5.0963 -6.8896
H -5.7866 -5.6999 -8.3723
H -8.2253 -3.8546 -8.2207
H -8.2317 -5.5645 -8.6750
H -7.4486 -4.3616 -9.7136
H -3.9845 -0.8586 -5.5035
H -3.4242 0.1553 -6.8875
H -2.1511 -2.5021 -6.0664
H -1.4965 -0.9038 -5.6922
H -1.6199 -1.4508 -7.3703
H -5.9151 -0.0689 -6.5483
H -7.5599 0.0982 -7.2506
H -4.9442 0.4611 -8.8036
H -6.0006 1.7774 -8.2599
H -6.5622 0.6053 -9.4686
F 11.5038 1.3772 1.4171
Al 10.0577 0.5860 1.7039
F 8.7093 1.7638 1.5727
F 9.9992 -0.0715 3.2561
F 9.7738 -0.6321 0.5678
Ca -5.8174 0.1873 -4.7604